ORCA calculation (wB97M-V/def2-TZVPD) on 13 unconnected molecules or ions with the total composition C12H47F3N2O15P at a distorted geometry.

CARTESIAN COORDINATES (ANGSTROEM)
P 2.922 -1.807 -1.888
F -3.002 2.254 -1.307
F -4.115 0.322 -2.739
F -4.958 -0.518 -0.881
O -1.569 2.097 2.837
O -6.271 -2.014 -3.650
O 1.298 0.360 -4.691
O -10.751 -3.668 -0.610
O 7.242 2.550 -0.258
O -2.644 4.109 1.017
O -8.504 -3.661 -2.603
O 4.257 -2.649 -1.489
O 5.244 3.583 1.794
O -1.646 -1.554 4.591
O 0.619 -2.520 -0.665
O 4.481 0.728 4.498
O 3.469 -0.337 -2.296
O 2.047 4.337 -1.830
O -3.608 -3.741 1.034
N 2.325 -2.474 -3.142
N 0.175 0.000 0.613
C 1.746 -1.716 -0.443
C -3.353 1.075 -0.749
C -2.788 0.781 0.606
C 3.958 -0.101 0.952
C 5.160 0.730 0.423
C -0.400 -2.308 0.287
C 2.564 0.551 0.734
C -0.908 -0.869 0.085
C 1.489 -0.217 -0.093
C -4.127 0.296 -1.451
C -2.240 -0.646 0.763
C 2.694 1.956 0.085
H 3.231 2.617 0.761
H -8.302 -3.810 -1.673
H -2.271 -0.830 4.470
H 2.292 -2.147 0.417
H 6.038 0.100 0.616
H -2.238 -0.894 1.830
H 4.135 -0.151 2.029
H 3.116 1.918 -0.914
H -10.366 -3.366 -1.445
H -2.027 1.536 0.790
H 1.444 4.459 -2.573
H 5.374 3.440 2.739
H 7.373 2.623 -1.211
H 1.368 -2.770 -2.962
H -3.554 0.951 1.366
H 0.250 -0.213 1.613
H -1.236 -2.972 0.081
H 5.125 0.901 -0.648
H -10.214 -3.243 0.067
H -0.834 1.956 3.447
H -3.829 -4.443 0.410
H 5.302 1.637 1.008
H -5.897 -1.712 -4.485
H -0.019 -2.434 1.312
H -2.873 3.445 0.352
H -0.102 0.985 0.542
H -3.494 4.418 1.352
H -1.586 3.056 2.701
H -4.462 -3.471 1.391
H -2.195 -2.293 4.876
H 1.683 2.375 -0.027
H 2.048 0.205 -4.101
H 7.947 1.958 0.029
H 1.369 0.319 -1.040
H 1.305 1.312 -4.839
H 4.106 -1.116 0.577
H 4.078 0.138 5.145
H -1.056 -0.752 -0.991
H 2.139 0.759 1.726
H 5.957 4.181 1.541
H -5.727 -1.590 -2.979
H 2.519 5.175 -1.771
H 4.433 -0.390 -2.423
H -7.831 -3.028 -2.895
H -2.970 -1.318 0.310
H 5.414 0.486 4.513
H 4.231 -2.940 -0.564

Cartesian forces (eV/Å) of the 3 atoms listed first:
-0.243 -1.704 -2.646
0.961 0.013 -0.403
-1.226 -0.109 -1.542

Computed properties:
Total charge: +1
Relative energy (zero: lowest compared OMol25 entry of this formula, charge and spin) (kJ/mol): 155.4
DFT total energy (Eh): -2364.20721
Frontier orbital gap (eV): 8.8
Max |F| (eV Å⁻¹): 3.16

Atomic partial charges in e from the Mulliken method, atoms 1 to 6:
1. P 1.22
2. F -0.36
3. F -0.25
4. F -0.26
5. O -0.54
6. O -0.67